1.
The following is a quantum chemistry calculation of a molecular structure, C42H26BrCaF6N7O8S2Se, from OMol25.

Computed properties:
LUMO level in eV: 3.4
Charge: -2
Relative energy (zero: lowest compared OMol25 entry of this formula, charge and spin) in eV: 0.417
Highest occupied orbital energy in eV: -3.0
Kohn-Sham gap in eV: 6.402

```
94
Properties=species:S:1:pos:R:3:forces:R:3
Ca 0.3035 -0.3670 1.4428 -1.0 1.2 -0.1
O 7.2027 0.9548 3.5597 0.0 -0.1 0.2
C 6.7755 0.9374 2.3898 -0.1 0.3 0.1
O 7.3630 1.1959 1.3261 0.1 -0.1 -0.3
C 5.2657 0.6171 2.2499 0.0 -0.1 0.0
C 4.4633 0.4704 3.3751 0.1 0.0 0.0
C 3.1137 0.2176 3.2202 0.0 0.0 0.1
N 2.5269 0.1178 2.0277 0.5 0.1 -0.2
C 3.2937 0.2514 0.9332 0.0 0.1 -0.1
C 4.6576 0.4886 1.0065 0.0 0.0 0.0
C 2.5877 0.1809 -0.4276 -0.2 0.2 0.1
O 3.2824 0.1217 -1.4417 0.2 0.0 -0.1
O 1.3104 0.2250 -0.4171 0.5 -0.1 -0.2
H 4.9212 0.5587 4.3505 0.0 0.0 0.0
H 2.4578 0.0935 4.0761 0.0 0.0 0.0
H 5.2426 0.5966 0.1051 0.0 0.0 0.0
C -0.6402 3.6224 3.8437 0.0 0.0 0.0
C -2.0322 3.6577 3.8555 0.0 0.0 0.0
C -2.7290 2.7557 3.0753 0.0 0.0 0.0
C -2.0350 1.8245 2.2865 -0.1 -0.1 -0.2
C -0.6326 1.7224 2.2757 -0.2 0.2 0.2
C 0.0181 2.6664 3.0881 0.0 0.0 -0.1
C -2.8282 0.8989 1.4258 -0.1 0.2 0.1
C -4.1660 1.2611 1.0555 0.0 0.0 0.0
C -4.9346 0.4152 0.3316 0.0 0.0 0.0
C -4.3947 -0.8230 -0.0929 -0.1 0.0 0.0
C -5.1155 -1.7364 -0.8929 0.0 0.0 0.0
C -4.5106 -2.8657 -1.3700 0.0 0.0 0.0
C -3.1532 -3.1086 -1.0691 0.0 0.0 0.0
C -2.4393 -2.2410 -0.2891 -0.1 0.0 0.0
C -3.0518 -1.0790 0.2360 0.2 -0.1 0.0
N -2.2947 -0.2277 0.9913 0.0 0.1 0.1
H -0.0780 4.3321 4.4429 0.0 0.0 0.0
H -2.5644 4.3728 4.4728 0.0 0.0 0.0
H -3.8118 2.7620 3.1212 0.0 0.0 0.0
H 1.1044 2.6530 3.1365 0.1 0.0 0.0
H -4.5396 2.2330 1.3374 0.0 0.0 0.0
H -5.9432 0.6848 0.0376 0.0 0.0 0.0
H -6.1436 -1.5057 -1.1465 0.0 0.0 0.0
H -5.0584 -3.5607 -1.9925 0.0 0.0 0.0
H -2.6625 -3.9844 -1.4727 0.0 0.0 0.0
H -1.3943 -2.4233 -0.0853 0.0 0.0 0.0
F 0.3333 -2.6851 6.1509 0.1 0.1 0.0
C -0.5700 -3.0925 5.2639 -0.1 0.0 0.0
F -1.7886 -2.8387 5.7529 0.0 0.0 0.0
F -0.4425 -4.4083 5.1060 0.0 0.0 0.0
S -0.3759 -2.2167 3.6548 0.1 -0.6 0.5
O -0.3345 -0.8184 4.0004 0.3 -0.4 -0.1
O -1.4609 -2.6715 2.8306 0.0 0.0 0.1
N 1.0466 -2.7551 3.1769 -0.4 0.2 -0.4
S 1.0798 -3.4470 1.7301 0.0 0.0 0.3
O 0.6387 -2.5143 0.6993 0.4 -0.9 0.1
O 0.5836 -4.7868 1.6654 0.0 0.0 -0.1
C 2.9196 -3.6106 1.4849 -0.1 -0.1 0.1
F 3.1511 -3.5840 0.1779 0.0 0.0 0.0
F 3.3100 -4.7932 1.9699 0.0 0.0 0.0
F 3.6146 -2.6624 2.0776 0.0 0.1 0.0
Br -5.2351 0.5714 -4.3828 0.0 0.0 0.0
C -3.6880 1.2246 -3.4808 0.0 0.0 0.0
C -2.9184 0.3440 -2.7360 -0.1 0.0 -0.1
C -1.8307 0.8340 -2.0391 -0.1 -0.1 -0.2
C -1.4857 2.1772 -2.1200 0.2 0.0 0.1
C -2.2507 3.0411 -2.8936 -0.1 0.0 0.0
C -3.3705 2.5680 -3.5665 0.0 -0.1 0.0
N -0.3736 2.6058 -1.3810 -0.1 0.3 -0.2
C 0.6200 3.0590 -2.0136 0.2 -0.1 0.2
C 1.8633 3.5057 -1.3384 -0.1 0.0 -0.2
C 2.8790 4.0600 -2.1089 0.0 -0.1 0.1
C 4.0564 4.4372 -1.4819 0.0 0.0 0.0
C 4.1710 4.2357 -0.1193 0.0 0.0 0.0
C 3.0920 3.6760 0.5609 0.1 0.0 0.0
N 1.9610 3.3228 -0.0244 -0.1 0.1 0.1
H -3.1662 -0.7081 -2.6924 0.0 0.0 0.0
H -1.2122 0.1796 -1.4496 0.1 -0.1 0.1
H -1.9864 4.0898 -2.9404 0.0 0.0 0.0
H -3.9831 3.2384 -4.1534 0.0 0.0 0.0
H 0.6489 3.0819 -3.1123 -0.1 0.1 0.0
H 2.7524 4.1685 -3.1787 0.0 0.0 0.0
H 4.8720 4.8643 -2.0511 0.0 0.0 0.0
H 5.0767 4.4847 0.4153 0.0 0.0 0.0
H 3.1511 3.4930 1.6272 0.0 0.0 0.1
Se 1.1744 -0.2657 -3.2688 0.1 -0.2 -0.1
N 0.7766 -1.8288 -2.5409 0.0 0.2 -0.1
C 0.1817 -2.5461 -3.4791 -0.1 -0.1 0.1
C -0.3042 -3.8763 -3.2713 0.0 0.1 0.0
C -0.9193 -4.5175 -4.2938 0.0 0.0 -0.1
C -1.0813 -3.8938 -5.5764 0.0 -0.1 0.0
C -0.6247 -2.6410 -5.8177 0.0 0.1 0.1
C 0.0221 -1.9196 -4.7635 -0.1 0.0 -0.1
N 0.4908 -0.6852 -4.8550 0.0 0.0 0.1
H -0.1721 -4.3327 -2.2989 0.0 0.0 0.0
H -1.3023 -5.5201 -4.1485 0.0 0.0 0.0
H -1.5814 -4.4448 -6.3639 0.0 0.0 0.0
H -0.7448 -2.1653 -6.7815 0.0 0.0 0.0
```
Positions in Å, forces in eV/Å.

2.
The following is a quantum chemistry calculation of a molecular structure, C42H26BrCrF5N3P2Se2, from OMol25.

Computed properties:
LUMO level (alpha / beta) in eV: 1.7 / 1.7
Charge: -1
⟨S²⟩: 6.04
Highest occupied orbital energy (alpha / beta) in eV: -3.1 / -3.9
Multiplicity: 5
Kohn-Sham gap (alpha / beta) in eV: 4.842 / 5.597

```
82
Properties=species:S:1:pos:R:3:forces:R:3
Cr -2.1015 -1.8193 0.7628 -1.7 1.4 0.4
Br -2.7879 -4.1344 1.6435 0.2 -0.5 1.3
C -2.7438 -3.3798 3.4267 1.0 0.0 0.5
C -2.2373 -3.9808 4.5417 -0.2 -0.4 1.7
C -2.4413 -3.3295 5.8180 -0.5 0.2 -0.2
C -3.1310 -2.1404 5.9705 0.0 -0.7 -0.4
C -3.4396 -1.4062 4.8151 -0.1 -0.3 -1.5
C -4.0289 -0.1008 4.8291 0.0 0.2 -0.3
C -4.2846 0.5626 3.6523 -0.4 0.5 -1.1
C -3.9885 -0.0422 2.3884 0.6 -0.9 1.1
C -3.2915 -1.2543 2.3249 -0.9 0.4 -0.1
C -3.1296 -2.0368 3.4970 -1.2 2.4 1.5
H -1.7787 -4.9779 4.6217 -0.4 0.5 -0.6
H -2.1625 -3.8135 6.7423 0.2 -0.5 -0.1
H -3.5370 -1.8178 6.9384 0.6 0.0 -0.3
H -4.3468 0.4479 5.7269 0.6 -0.7 0.0
H -4.6978 1.6151 3.6778 0.3 -1.4 0.0
H -4.2834 0.3499 1.4265 0.1 0.8 0.2
Se -0.9809 4.2608 -1.7970 2.6 1.6 -1.0
P 0.7053 2.6946 -1.7613 -5.6 2.7 -0.9
C 2.2394 3.3116 -1.1840 2.0 1.3 1.7
C 2.3410 4.5731 -0.4936 0.2 -0.8 -0.2
C 3.5320 4.9181 0.1179 0.9 -1.6 -1.0
C 4.6438 4.0565 0.0921 1.2 0.0 0.5
C 4.6062 2.8532 -0.5941 -0.2 -0.1 -0.6
C 3.3998 2.5387 -1.2576 -0.2 0.1 0.6
C 0.6338 2.1033 -3.4698 0.1 0.0 -1.5
C 1.7450 2.5374 -4.2451 -0.9 -1.8 0.4
C 1.8438 2.0153 -5.5175 -1.4 -0.6 -2.1
C 0.7734 1.3416 -6.2206 0.7 2.0 4.0
C -0.4358 1.2232 -5.5048 -0.6 -1.3 -0.9
C -0.5286 1.4827 -4.1282 3.4 1.2 0.2
C -0.3550 1.7350 -0.7130 -0.1 -3.8 0.8
C -0.2976 0.4304 -0.0849 -1.2 2.6 -0.1
N -1.6091 0.1571 0.2773 1.6 -0.2 -0.1
N -2.4020 1.1616 -0.1652 1.1 -2.1 0.1
N -1.6860 2.0018 -0.8006 0.1 0.7 0.3
P 1.1044 -0.4743 0.5442 -3.0 -1.3 -0.4
Se 0.1566 -2.3685 1.0393 2.8 -0.6 0.5
C 2.2244 -0.8338 -0.7855 1.9 1.1 -0.5
C 3.5980 -0.4380 -0.7161 -1.8 -1.3 -0.2
C 4.4417 -0.8530 -1.7285 0.2 0.2 -1.9
C 3.9191 -1.4774 -2.8721 -1.8 -0.7 0.7
C 2.5829 -1.9927 -2.8566 1.5 0.9 -0.5
C 1.7188 -1.5654 -1.8810 -0.6 -0.7 1.2
C 1.7269 0.2744 2.0198 1.4 1.0 -1.7
C 1.2670 1.5170 2.5010 0.4 -0.5 -0.4
C 1.7224 1.8540 3.7670 0.4 -0.6 0.0
C 2.6031 1.0214 4.4575 0.1 -0.9 1.5
C 3.0949 -0.1758 3.8953 0.3 0.8 0.4
C 2.7900 -0.4394 2.5816 -0.4 -1.3 0.9
H 1.5514 5.3024 -0.4150 -0.6 -0.3 -0.4
H 3.7390 5.8859 0.4608 -0.4 1.2 0.8
H 5.6165 4.3255 0.6138 -1.4 -0.1 -0.7
H 5.5200 2.2104 -0.6791 -1.1 0.6 0.1
H 3.2499 1.6206 -1.7741 0.5 -0.6 -0.4
H 2.5887 3.0703 -3.8053 -0.3 -0.1 -0.1
H 2.7279 2.1617 -6.0997 0.6 0.2 -0.1
H 0.9306 1.0075 -7.2018 -0.1 -0.4 -1.1
H -1.3047 0.7691 -6.0855 1.0 0.7 1.2
H -1.3651 1.2432 -3.5275 -0.9 -0.1 0.3
H 3.9163 0.2271 0.0645 0.2 -0.2 0.4
H 5.4970 -0.6177 -1.7916 0.0 0.4 0.4
H 4.3888 -1.5356 -3.8441 0.9 -0.4 0.4
H 2.3023 -2.6954 -3.6390 -0.3 0.5 0.0
H 0.6638 -1.9065 -1.8465 0.8 0.2 -0.1
H 0.6578 2.2198 1.8813 0.2 -1.1 0.7
H 1.3021 2.6993 4.2496 0.0 0.8 0.4
H 2.8498 1.2174 5.5340 -0.3 0.0 -1.2
H 3.6551 -0.9728 4.4155 0.0 1.1 0.1
H 3.2845 -1.3679 2.1986 -1.1 0.9 -0.3
F -1.3577 -3.8658 -1.5933 -0.3 0.4 -0.6
C -2.6008 -3.2942 -1.8033 0.1 -1.0 -0.8
C -3.1627 -2.5611 -0.8429 -3.0 0.8 -0.3
C -4.5600 -2.3043 -1.0365 1.5 1.7 2.3
F -5.2291 -1.4371 -0.1391 0.9 -1.4 -1.0
C -5.2975 -2.7076 -2.0934 -0.6 1.2 0.2
F -6.6162 -2.3279 -2.1593 1.2 -0.7 -0.6
C -4.5584 -3.2430 -3.1364 -2.0 -0.4 -1.7
F -5.2664 -3.3904 -4.3101 0.9 -0.4 0.5
C -3.2482 -3.6069 -3.0030 0.6 -0.1 0.9
F -2.5818 -4.3124 -3.9111 0.0 -0.2 -1.0
```
Positions in Å, forces in eV/Å.

Q: The lowest charge belongs to which entry?
A: C42H26BrCaF6N7O8S2Se

Q: Among the records above, which one has the highest charge?
A: C42H26BrCrF5N3P2Se2